The following is a quantum chemistry calculation of an isolated molecule of C5H11NO at a distorted geometry, from OMol25.

Last column: Mulliken charge in e.
Atoms and positions in Å:
1 C 1.01 -1.59 1.12  -0.427
2 O -0.20 -2.15 0.54  -0.535
3 C 1.16 -0.15 0.71  -0.684
4 C 0.01 0.81 1.12  -0.673
5 C -0.91 1.14 -0.04  -0.694
6 C -0.61 0.98 -1.38  0.072
7 N -1.21 0.41 -2.43  -0.409
8 H 1.86 -2.16 0.73  0.320
9 H 0.78 -1.57 2.18  0.270
10 H -0.76 -1.39 0.43  0.321
11 H 2.16 0.22 1.03  0.398
12 H 1.41 -0.08 -0.36  0.298
13 H 0.49 1.69 1.54  0.320
14 H -0.63 0.45 1.94  0.345
15 H -1.90 1.45 0.28  0.335
16 H 0.31 1.49 -1.70  0.318
17 H -2.14 0.02 -2.35  0.222
18 H -0.83 0.47 -3.36  0.202

## Properties
Net charge   0
Kohn-Sham gap   8.18 eV
Energy above the lowest of the compared OMol25 structures with the same formula, charge and spin   3.1610 eV
E_LUMO   0.94 eV
F_max   2.4 eV/Å
Highest occupied orbital energy   -7.25 eV


The following is a quantum chemistry calculation of C3H4CuO5 as an isolated structure at a distorted geometry, from OMol25.

Last column: Mulliken charge in e.
Atoms and positions in Å:
1 C 1.52 -3.06 4.66  0.219
2 C 0.45 -3.40 3.78  -0.216
3 O 0.39 -3.22 2.46  -0.311
4 C 1.41 -3.08 1.53  0.719
5 O 1.22 -2.21 0.69  -0.504
6 O 2.58 -3.36 1.95  -0.576
7 O 2.65 -2.70 4.32  -0.540
8 H 1.31 -3.32 5.71  0.299
9 H -0.36 -4.03 4.14  0.375
10 H 3.06 -2.43 2.61  0.567
11 O 3.87 -0.72 1.66  -0.724
12 H 4.70 -0.42 2.04  0.159
13 Cu 2.71 -0.36 0.01  0.533

## Properties
Net charge   0
2S+1   2
Kohn-Sham gap (alpha / beta)   8.06 / 7.15 eV
Energy above the lowest of the compared OMol25 structures with the same formula, charge and spin   2.7412 eV
E_LUMO (alpha / beta)   -0.83 / -1.75 eV
F_max   6.3 eV/Å
Highest occupied orbital energy (alpha / beta)   -8.89 / -8.89 eV


The following is a quantum chemistry calculation of C5H14Au2BClN as an isolated structure at a distorted geometry, from OMol25.

Last column: Mulliken charge in e.
Atoms and positions in Å:
1 Au 0.34 0.25 -2.07  0.642
2 Cl 2.08 -1.56 -2.19  -0.492
3 C 1.86 1.75 -2.26  -0.996
4 C -1.18 -0.63 -3.35  -0.998
5 H 1.75 2.09 -3.30  0.300
6 H 1.64 2.55 -1.53  0.276
7 H 2.82 1.25 -2.10  0.285
8 H -1.06 -0.08 -4.31  0.292
9 H -2.18 -0.47 -2.90  0.270
10 H -0.92 -1.69 -3.48  0.279
11 Au -0.83 0.75 0.84  0.543
12 C -2.36 -0.35 1.82  -1.290
13 C -1.01 1.54 -1.01  -1.273
14 H -3.27 -0.15 1.23  0.350
15 H -2.00 -1.39 1.70  0.364
16 H -2.42 -0.03 2.88  0.317
17 H -2.04 1.35 -1.30  0.366
18 H -0.74 2.58 -1.13  0.442
19 B 1.92 -1.56 4.06  -0.132
20 C 0.93 -0.83 3.11  0.201
21 N 0.21 -0.22 2.42  -0.404
22 H 2.74 -2.15 3.40  -0.106
23 H 1.29 -2.31 4.78  -0.123
24 H 2.44 -0.68 4.71  -0.113

## Properties
Net charge   -1
2S+1   5
Kohn-Sham gap (alpha / beta)   6.46 / 4.86 eV
E_LUMO (alpha / beta)   3.24 / -0.81 eV
F_max   2.0 eV/Å
Highest occupied orbital energy (alpha / beta)   -3.22 / -5.67 eV


The following is a quantum chemistry calculation of an isolated ion of composition C5H11N3O and charge +2 at a distorted geometry, from OMol25.

Last column: Mulliken charge in e.
Atoms and positions in Å:
1 C 1.87 -1.19 1.20  -0.179
2 C 2.23 -1.86 3.46  0.643
3 C -0.25 -0.31 0.72  -0.011
4 C 1.53 -0.33 -0.93  -1.089
5 C -1.34 0.02 -0.23  -1.309
6 N 1.00 -0.61 0.39  0.042
7 N 1.47 -1.68 2.47  -0.096
8 N -1.62 1.52 -0.34  -0.283
9 O 2.93 -2.04 4.33  -0.072
10 H 2.91 -1.25 0.94  0.441
11 H -0.54 -0.39 1.76  0.519
12 H 1.81 -1.26 -1.43  0.407
13 H 0.82 0.19 -1.56  0.354
14 H 2.43 0.28 -0.85  0.401
15 H -2.27 -0.42 0.12  0.347
16 H -1.15 -0.34 -1.24  0.474
17 H 0.49 -1.97 2.55  0.314
18 H -2.49 1.68 -0.88  0.382
19 H -0.86 2.03 -0.81  0.352
20 H -1.75 1.94 0.59  0.366

## Properties
Net charge   +2
Kohn-Sham gap (alpha / beta)   7.74 / 7.74 eV
Energy above the lowest of the compared OMol25 structures with the same formula, charge and spin   2.1816 eV
E_LUMO (alpha / beta)   -7.91 / -7.91 eV
F_max   1.4 eV/Å
Highest occupied orbital energy (alpha / beta)   -15.64 / -15.64 eV


The following is a quantum chemistry calculation of a 3-piece molecular cluster, C20H48N3O overall at a distorted geometry, from OMol25.

Last column: Mulliken charge in e.
Atoms and positions in Å:
1 C 0.54 -0.19 1.88  -0.602
2 O 0.12 -1.58 1.80  -0.402
3 C 0.69 -2.35 2.83  -0.317
4 N 1.05 -3.70 2.23  -0.060
5 C 0.81 -4.75 3.17  0.154
6 N -0.40 -5.10 3.62  -0.230
7 N 1.97 -5.46 3.72  -0.371
8 C 2.54 -4.45 4.71  -0.394
9 C 3.42 -5.14 5.84  -0.782
10 C 4.37 -3.98 6.45  0.544
11 C 5.87 -4.49 6.21  -1.336
12 C 4.09 -3.69 7.98  -1.365
13 H 0.01 0.33 1.03  0.175
14 H 1.65 -0.07 1.75  0.367
15 H 0.15 0.25 2.86  0.316
16 H 1.62 -1.86 3.27  0.336
17 H -0.02 -2.52 3.70  0.174
18 H 2.05 -3.67 2.01  0.396
19 H -0.86 -5.99 3.45  0.275
20 H -0.88 -4.44 4.25  0.264
21 H 2.68 -5.60 2.99  0.326
22 H 3.12 -3.69 4.10  0.297
23 H 1.63 -3.98 5.20  0.248
24 H 4.02 -5.96 5.35  0.420
25 H 2.72 -5.54 6.63  0.300
26 H 4.19 -3.05 5.84  0.203
27 H 5.91 -5.54 6.63  0.343
28 H 6.61 -3.82 6.75  0.382
29 H 6.15 -4.46 5.11  0.297
30 H 3.03 -3.37 8.13  0.336
31 H 4.82 -2.90 8.32  0.377
32 H 4.30 -4.62 8.60  0.320
33 C 1.99 3.25 0.43  -1.047
34 C 1.23 4.35 -0.29  -0.509
35 C -0.17 3.93 -0.73  -0.748
36 C -0.21 2.78 -1.74  0.142
37 C 0.56 3.03 -3.04  -0.567
38 C 0.01 4.20 -3.85  -1.073
39 H 2.15 2.38 -0.21  0.266
40 H 2.97 3.61 0.75  0.430
41 H 1.44 2.92 1.32  0.187
42 H 1.81 4.70 -1.15  0.253
43 H 1.13 5.21 0.38  0.367
44 H -0.69 4.80 -1.15  0.349
45 H -0.75 3.63 0.15  0.375
46 H -1.26 2.57 -1.99  0.119
47 H 0.18 1.86 -1.28  -0.009
48 H 0.51 2.12 -3.66  0.387
49 H 1.62 3.19 -2.83  0.273
50 H -1.03 4.03 -4.11  0.115
51 H 0.58 4.31 -4.77  0.402
52 H 0.08 5.13 -3.30  0.295
53 C -3.06 0.45 -4.79  -1.166
54 C -3.82 1.72 -4.40  0.275
55 C -5.25 1.75 -4.95  -0.897
56 C -5.35 1.76 -6.48  -0.752
57 C -4.62 2.91 -7.17  -0.304
58 C -5.17 4.28 -6.79  -1.199
59 H -2.95 0.37 -5.88  0.294
60 H -2.06 0.46 -4.36  0.320
61 H -3.58 -0.44 -4.43  0.311
62 H -3.26 2.60 -4.72  -0.171
63 H -3.87 1.77 -3.31  0.336
64 H -5.76 2.63 -4.54  0.339
65 H -5.80 0.89 -4.57  0.394
66 H -6.41 1.80 -6.75  0.383
67 H -4.97 0.81 -6.88  0.307
68 H -4.72 2.79 -8.25  0.353
69 H -3.55 2.87 -6.96  0.224
70 H -6.23 4.36 -7.05  0.302
71 H -4.63 5.07 -7.33  0.370
72 H -5.06 4.48 -5.73  0.285

## Properties
Net charge   +1
Kohn-Sham gap   6.84 eV
Energy above the lowest of the compared OMol25 structures with the same formula, charge and spin   3.2915 eV
E_LUMO   -5.25 eV
F_max   4.0 eV/Å
Highest occupied orbital energy   -12.10 eV


- Number 5 is which compound?
  C20H48N3O


- Which formula does entry 1 have?
  C5H11NO


- Which value of F_max does entry 3 give?
  2.0 eV/Å